# 1
Molecular formula: C36H37GeN9O2SSeTi
Method: DFT, ωB97M-V with the def2-TZVPD basis set

XYZ file:
```
88
C36H37GeN9O2SSeTi, DFT ωB97M-V with the def2-TZVPD basis set
Se -0.22 -0.73 -2.97
Ge 1.43 1.06 -5.24
Ti -0.22 -0.21 -0.18
S 4.09 -0.80 -1.17
O -0.31 1.27 0.80
O -4.67 -2.42 7.19
N 0.51 1.13 6.26
N -2.21 -1.19 0.43
N 0.06 0.44 7.18
N -4.43 -0.89 0.27
N -4.14 -1.96 1.01
N 0.40 -2.26 -0.68
N -3.66 2.87 -1.68
N 0.32 -0.97 1.85
N -1.69 0.99 -1.13
C 1.74 -2.31 -0.84
C -2.53 -1.92 8.22
C 3.91 0.88 -1.01
C -1.17 -0.24 7.13
C -1.39 2.17 -1.69
C 0.93 -2.34 3.72
C 0.65 -2.15 2.37
C 0.27 1.16 4.91
C -0.35 0.61 -4.39
C 2.62 1.26 -0.73
C 2.40 -1.03 -0.86
C -0.27 -3.43 -0.68
C 0.03 2.37 4.28
C 0.84 -1.27 4.59
C 1.02 1.52 -7.09
C -1.37 -1.17 8.15
C -4.96 -3.36 8.23
C -0.17 2.45 2.90
C 0.45 -0.02 4.11
C 2.52 -0.57 -5.08
C 2.23 2.57 -4.27
C -2.98 0.78 -0.82
C 1.73 0.16 -0.65
C -3.96 1.72 -1.12
C -3.33 -0.79 6.23
C -1.96 -1.56 -3.31
C -2.18 -0.04 6.18
C 1.72 -4.71 -0.92
C -3.25 -0.44 -0.07
C 0.34 -4.66 -0.79
C 0.23 0.09 2.72
C 2.43 -3.53 -0.96
C -3.52 -1.75 7.24
C -2.38 3.10 -1.96
C -0.09 1.32 2.12
C -2.82 -2.14 1.11
H -0.90 1.48 -4.03
H -4.14 -0.64 5.52
H -5.00 1.53 -0.87
H -4.89 -2.51 1.42
H -2.67 -2.62 9.03
H -0.60 -1.29 8.90
H -2.08 0.74 5.43
H 2.24 -5.66 -1.00
H -2.76 -0.85 -3.14
H 1.96 -1.43 -5.45
H 0.72 -2.99 1.69
H 3.43 -0.48 -5.68
H -0.40 3.40 2.44
H -2.35 -2.93 1.67
H 1.57 3.44 -4.30
H -0.34 2.35 -1.89
H 1.94 1.80 -7.61
H 0.57 0.68 -7.62
H -0.94 0.12 -5.16
H 2.35 2.29 -0.58
H -4.98 -2.87 9.20
H 3.17 2.85 -4.74
H 2.80 -0.75 -4.05
H 0.34 2.37 -7.15
H 4.77 1.52 -1.13
H -4.23 -4.17 8.24
H 3.50 -3.52 -1.09
H 2.43 2.31 -3.23
H -0.04 3.26 4.89
H -2.14 4.06 -2.40
H -5.94 -3.75 8.00
H -0.26 -5.56 -0.77
H 1.23 -3.31 4.07
H -2.07 -2.43 -2.66
H 1.08 -1.41 5.64
H -1.35 -3.37 -0.60
H -1.96 -1.89 -4.34
```

Calculated values
Kohn-Sham gap (eV): 5.68
Energy above the lowest of the compared OMol25 structures with the same formula, charge and spin (eV): 0.832
LUMO energy (eV): -6.30
Net charge: +2

***

# 2
Molecular formula: C6H10O
Method: DFT, ωB97M-V with the def2-TZVPD basis set

XYZ file:
```
17
C6H10O, DFT ωB97M-V with the def2-TZVPD basis set
O 0.93 -1.05 0.10
C -1.00 0.28 0.05
C -1.54 -0.51 1.21
C 0.50 -0.06 -2.05
C 0.06 0.92 0.95
C 0.78 -0.45 1.38
C -0.13 -0.66 -0.80
H -0.36 1.67 1.63
H 1.75 -0.15 1.77
H 0.39 -1.20 2.09
H 1.03 0.87 -1.84
H 0.88 1.37 0.40
H -0.25 0.13 -2.83
H 1.24 -0.77 -2.45
H -1.86 0.23 1.96
H -0.71 -1.55 -1.06
H -1.72 0.92 -0.49
```

Calculated values
Kohn-Sham gap (eV): 8.31
Energy above the lowest of the compared OMol25 structures with the same formula, charge and spin (eV): 4.874
LUMO energy (eV): -0.06

***

# 3
Molecular formula: C4H19N2O7
Method: DFT, ωB97M-V with the def2-TZVPD basis set

XYZ file:
```
32
C4H19N2O7, DFT ωB97M-V with the def2-TZVPD basis set
O -2.60 -0.02 0.62
O -2.07 2.68 -0.07
O 1.40 -1.18 -1.87
O 3.14 0.39 -1.86
O 0.44 3.43 0.61
O -1.69 -1.72 2.65
O -2.00 0.65 -1.59
N 1.51 -1.01 1.58
N -0.59 -1.04 -0.86
C 0.70 -1.26 -0.87
C 1.19 -1.93 0.43
C 2.00 0.25 1.22
C -1.17 -0.25 -2.11
H 1.65 0.77 0.30
H 0.62 -2.76 0.93
H -0.81 -1.88 2.46
H 2.21 -2.44 0.31
H 1.87 0.93 2.08
H 3.10 0.05 0.87
H -0.44 3.30 0.07
H -3.32 -0.60 0.52
H -0.27 -0.06 -2.90
H -1.81 -0.94 -2.55
H 1.03 2.75 0.40
H -2.35 1.98 0.54
H -1.18 -1.05 -0.02
H 3.04 -0.37 -2.41
H -2.29 0.37 -0.47
H 0.54 -0.86 2.13
H -2.14 2.20 -0.93
H 2.28 0.59 -1.56
H -1.98 -0.96 2.34
```

Calculated values
Kohn-Sham gap (eV): 9.08
Energy above the lowest of the compared OMol25 structures with the same formula, charge and spin (eV): 3.521
LUMO energy (eV): 3.29
Net charge: -1

***

# 4
Molecular formula: C5H13N
Method: DFT, ωB97M-V with the def2-TZVPD basis set

XYZ file:
```
19
C5H13N, DFT ωB97M-V with the def2-TZVPD basis set
N -2.17 -1.58 -0.29
C 1.96 1.00 1.16
C -0.88 -0.64 -2.18
C 1.21 2.18 0.58
C -1.00 -0.86 -0.70
C 1.37 -0.04 1.74
H 3.03 0.99 1.01
H 1.90 -0.89 2.13
H -0.99 0.09 -0.14
H -1.71 -0.06 -2.58
H -0.16 -1.42 -0.25
H -2.50 -1.36 0.65
H 0.01 -0.05 -2.35
H 1.92 2.76 -0.01
H 0.72 2.80 1.33
H 0.43 1.84 -0.10
H 0.29 0.03 1.86
H -2.94 -1.66 -0.96
H -0.70 -1.55 -2.75
```

Calculated values
Expectation value of S²: 0.75
Kohn-Sham gap (alpha / beta) (eV): 9.48 / 4.25
Energy above the lowest of the compared OMol25 structures with the same formula, charge and spin (eV): 1.724
Spin multiplicity: 2
LUMO energy (alpha / beta) (eV): -3.56 / -8.72
Net charge: +1

***

# 5
Molecular formula: C23H35Cl20NO3
Method: DFT, ωB97M-V with the def2-TZVPD basis set

XYZ file:
```
82
C23H35Cl20NO3, DFT ωB97M-V with the def2-TZVPD basis set
Cl -5.78 -5.02 1.56
Cl -0.10 2.57 -7.10
Cl 0.82 -0.60 3.14
Cl 7.57 6.04 1.10
Cl -6.23 -1.22 5.65
Cl 4.14 3.92 -0.01
Cl 6.89 2.97 -0.23
Cl -6.36 0.73 0.17
Cl 0.75 -2.27 5.53
Cl 2.03 0.57 -6.84
Cl -5.69 -3.22 -0.73
Cl -9.82 0.45 2.66
Cl -5.85 -0.52 2.84
Cl -5.97 1.43 -2.64
Cl -0.08 2.78 -3.40
Cl -10.88 2.20 0.57
Cl -1.55 -4.69 -4.91
Cl 2.64 1.75 -3.62
Cl 0.65 -4.37 -3.01
Cl 6.70 8.79 0.66
O -2.01 -4.25 1.85
O -1.82 0.24 0.93
O 4.25 0.13 2.70
N -1.91 -1.94 1.84
C 1.74 -2.07 -1.31
C -1.46 -3.26 1.44
C 1.48 1.08 0.30
C -0.93 -5.12 -3.31
C -9.79 0.85 0.94
C -0.29 -1.62 0.18
C 0.67 -4.04 -0.08
C -1.42 -0.89 0.96
C 1.40 -0.80 4.80
C 5.73 4.22 -0.70
C 0.75 -1.13 -0.72
C -5.34 0.52 -1.26
C 1.72 -3.52 -1.01
C -0.27 -3.09 0.45
C 0.30 0.85 -7.10
C 2.73 0.24 0.78
C -5.22 -1.43 4.22
C 3.70 1.07 1.75
C 5.26 -0.70 2.11
C 1.53 3.05 -4.07
C -5.13 -3.51 0.92
C 0.79 0.43 -1.00
C 7.63 7.70 1.70
H -5.31 -0.54 -1.51
H 5.65 4.23 -1.79
H -5.19 -2.48 3.96
H 2.50 -4.19 -1.45
H -8.78 1.14 0.66
H 0.02 0.43 -8.06
H -5.46 -2.69 1.56
H 1.39 0.63 -1.92
H 8.66 8.03 1.72
H 0.70 0.99 1.12
H 5.18 -1.77 2.47
H -4.05 -3.56 0.93
H 6.28 -0.31 2.43
H 1.92 3.99 -3.70
H -0.26 0.36 -6.30
H 6.10 5.19 -0.35
H 2.48 -0.69 1.35
H -4.34 0.87 -1.02
H -1.64 -4.76 -2.55
H 0.61 -5.11 0.21
H 2.50 -1.61 -1.98
H -10.10 -0.02 0.37
H 5.25 -0.74 0.99
H 1.68 2.17 0.15
H 1.08 0.05 5.39
H -1.65 -1.70 2.81
H 7.21 7.73 2.70
H -0.83 -6.20 -3.24
H 3.35 0.03 -0.14
H 2.48 -0.86 4.78
H -0.27 0.76 -1.12
H 4.55 1.53 1.18
H -4.22 -1.07 4.44
H 3.11 1.83 2.34
H 1.45 3.08 -5.16
```

Calculated values
Structure (SMILES): COCCCCc1cccc2c1C(=O)NC2=O.ClCCl.ClCCl.ClCCl.ClCCl.ClCCl.ClCCl.ClCCl.ClCCl.ClCCl.ClCCl
Kohn-Sham gap (eV): 8.40
LUMO energy (eV): -0.74

***

# 6
Molecular formula: C49H55F51IN4O9
Method: DFT, ωB97M-V with the def2-TZVPD basis set

XYZ file:
```
169
C49H55F51IN4O9, DFT ωB97M-V with the def2-TZVPD basis set
I -5.52 -3.58 2.42
F 7.93 5.88 3.70
F 0.61 -2.71 -10.25
F -12.31 -0.81 -0.50
F 5.19 -2.10 9.58
F 7.19 7.66 1.74
F 3.02 3.22 3.24
F 4.12 4.98 3.88
F 5.94 -1.33 6.20
F 1.65 -1.15 -12.34
F -4.86 1.41 -0.83
F -14.29 -1.63 -2.31
F 6.42 4.46 3.06
F -9.32 -3.67 0.96
F 0.26 -3.60 -12.19
F -1.65 -5.60 -7.05
F 4.37 7.38 -2.08
F 7.32 -3.34 5.70
F 3.69 11.06 -0.93
F 4.92 3.92 1.32
F 0.86 -5.78 -5.78
F 4.48 -2.97 5.34
F -12.83 -3.22 -1.99
F 5.24 6.56 -3.90
F 3.70 -2.41 -7.27
F -0.69 -1.29 -2.81
F -6.69 1.41 2.64
F -0.10 -2.53 -4.49
F -14.24 -1.04 0.45
F 6.74 -3.02 8.36
F 4.28 9.81 -2.60
F 2.73 6.75 -5.17
F -10.71 -1.93 -1.81
F 2.30 -1.87 -8.84
F 2.90 4.24 0.62
F -7.45 0.12 0.59
F -2.13 -3.65 -2.82
F -0.01 -4.97 -3.96
F 3.26 -2.00 -11.14
F 6.58 -3.91 3.73
F -0.89 -3.68 -6.38
F 3.49 8.66 -4.50
F 5.56 7.18 3.11
F 4.31 -5.09 4.93
F -3.35 -1.89 -3.22
F 2.25 8.70 -0.94
F 1.03 10.46 -1.33
F -8.93 -3.17 -1.72
F -10.99 -4.33 -0.28
F 6.53 -0.28 8.01
F 4.05 -4.03 -9.49
F 3.30 -5.09 -7.74
O 4.09 6.03 1.19
O 1.80 7.66 -3.37
O -12.70 -2.60 0.83
O 4.98 -4.48 6.96
O -3.25 -3.93 4.41
O 3.13 -0.67 -0.94
O 1.83 -4.50 -10.91
O -0.66 3.46 5.41
O -2.58 -4.69 -5.25
N -2.33 -0.55 3.06
N -1.67 -2.53 1.62
N 4.22 -0.66 1.25
N -0.16 -1.75 3.58
C 4.86 -2.03 1.34
C -0.52 -2.59 0.63
C -5.03 1.19 0.62
C 4.02 -0.01 2.60
C -2.12 -3.89 2.08
C -0.31 -5.64 -5.10
C -9.76 -2.40 -0.97
C 6.34 6.65 2.12
C 3.25 4.52 2.94
C 3.82 4.67 1.53
C 6.52 -4.23 5.05
C -0.41 -2.48 4.88
C 5.46 6.33 0.90
C 2.96 -4.17 -8.69
C -6.37 0.91 1.26
C 1.41 -0.63 0.95
C -3.66 1.22 1.58
C 2.02 9.66 -1.87
C 3.25 10.53 -2.10
C 0.95 -2.17 1.26
C -1.49 4.39 6.18
C -13.80 -2.49 -1.37
C 1.80 -4.77 -9.50
C 1.24 -3.27 -11.31
C 4.07 6.71 -3.22
C 5.59 -1.12 7.49
C -0.91 1.50 3.74
C -1.13 -1.82 -3.98
C -1.35 3.03 4.18
C -10.35 -3.22 0.18
C 4.48 -3.43 7.79
C 5.52 -2.41 8.29
C 2.96 -0.66 0.41
C 2.24 -2.32 -11.98
C 3.04 7.47 -4.06
C 7.18 5.49 2.64
C -3.46 -3.81 3.09
C -1.35 -4.88 -5.94
C 5.08 -4.16 5.57
C -1.42 -1.56 2.75
C -3.61 -0.29 2.29
C 0.90 -2.55 2.86
C -2.95 -3.33 -5.02
C -13.24 -1.73 -0.16
C -11.30 -2.44 1.10
C -2.36 -2.68 -3.75
C -2.06 0.44 4.22
C 1.43 9.02 -3.13
C 2.63 -2.86 -7.98
H 2.67 -2.77 -12.88
H -0.91 1.50 2.54
H -9.18 -1.56 -0.59
H -1.83 -0.10 5.24
H 0.19 1.21 4.09
H -0.42 -3.74 0.32
H -2.70 1.48 0.96
H -0.67 -6.63 -4.82
H -4.04 -3.37 -4.87
H 4.11 -2.83 1.74
H 5.81 -2.02 2.07
H -1.02 3.73 3.28
H 3.71 5.72 -2.94
H 0.82 -4.56 -9.06
H 1.90 -5.86 -9.43
H -11.17 -2.85 2.10
H 1.94 -2.31 3.39
H 0.37 -2.03 5.66
H -1.97 3.77 7.06
H -3.06 1.06 4.40
H 3.37 -0.66 3.35
H 7.87 5.13 1.87
H 5.09 0.07 3.12
H 3.03 11.36 -2.78
H 1.57 9.64 -4.03
H -3.88 2.00 2.45
H -1.35 -0.99 -4.67
H 4.63 -0.59 7.51
H 0.34 8.98 -2.99
H 6.94 -5.23 5.18
H 3.60 -2.94 7.36
H -2.53 3.18 4.26
H -2.81 -2.71 -5.91
H 5.42 7.24 0.30
H -1.29 -4.57 2.54
H -14.60 -3.17 -1.07
H -11.02 -1.38 1.20
H -0.77 5.23 6.60
H -0.76 -2.03 -0.39
H 2.31 5.08 3.06
H -1.47 -2.25 5.34
H -0.30 -3.64 4.83
H 3.57 1.08 2.53
H 1.80 -2.99 -7.27
H 0.77 -3.72 2.93
H 4.10 -3.94 8.68
H -2.33 4.92 5.56
H 1.32 0.07 1.90
H -2.52 -4.46 1.11
H 1.78 -2.88 0.78
H 5.92 5.58 0.24
H -3.90 -1.13 1.53
H -4.48 -0.27 3.10
H 5.26 -2.32 0.27
H 0.72 -0.20 0.11
```

Calculated values
Kohn-Sham gap (eV): 7.18
LUMO energy (eV): -4.21
Net charge: +1

***

# 7
Molecular formula: C12H45N8O13
Method: DFT, ωB97M-V with the def2-TZVPD basis set

XYZ file:
```
78
C12H45N8O13, DFT ωB97M-V with the def2-TZVPD basis set
O -0.49 1.04 -3.31
O -3.07 -0.27 2.93
O 4.33 -1.23 -3.64
O 0.50 3.63 -1.06
O -0.50 1.26 1.30
O -0.16 3.83 2.55
O -1.52 0.99 -0.66
O 1.02 -1.24 2.58
O 4.29 3.01 -1.30
O 1.16 -5.82 0.28
O -0.24 -1.70 -2.39
O -0.06 -0.56 0.09
O -5.31 2.42 -1.36
N 3.11 -1.50 -1.75
N -3.80 1.10 -2.46
N -3.63 -1.41 0.36
N -6.06 0.98 -2.95
N 0.05 -4.90 2.07
N 1.49 -3.64 0.80
N 2.37 -0.06 -3.36
N 2.79 3.92 0.93
C 3.36 -0.90 -2.97
C -3.64 -2.14 1.61
C 0.92 -4.88 1.01
C -5.06 1.56 -2.18
C -2.22 0.38 3.86
C -0.76 0.62 0.27
C -2.65 -1.57 2.64
C -3.31 -3.59 1.30
C 3.54 2.64 0.89
C 2.99 1.69 1.93
C 3.60 2.09 -0.51
C 4.58 2.56 -2.59
H 3.65 -2.31 -1.53
H -1.97 -0.26 4.71
H 3.00 2.12 2.93
H 1.99 1.32 1.68
H -2.72 1.27 4.22
H 2.56 0.47 -4.19
H 5.30 3.26 -3.01
H -5.84 0.47 -3.78
H 2.25 -1.34 -1.25
H -0.27 -0.82 -0.83
H -0.46 -5.73 2.29
H 0.19 2.73 -1.18
H 0.66 -1.02 1.70
H -0.51 -1.41 -3.27
H 3.64 0.81 1.97
H -1.66 -1.58 2.17
H -2.71 -2.24 3.51
H -3.83 -3.89 0.39
H 2.11 -3.64 0.02
H -1.13 1.51 -3.85
H -0.89 1.03 -2.42
H -6.93 1.47 -2.92
H -3.85 -0.42 0.48
H -3.70 0.28 -3.03
H -2.68 -1.36 -0.01
H 0.17 -4.21 2.79
H -3.62 -4.31 2.07
H 1.24 3.56 -0.44
H -0.08 2.97 2.09
H -1.30 0.68 3.34
H -4.63 -2.07 2.06
H -3.02 1.38 -1.88
H 1.65 0.29 -2.75
H 2.56 1.97 -0.86
H 1.33 -2.85 1.41
H 3.38 4.68 0.63
H -2.25 -3.80 1.11
H 2.41 4.11 1.85
H -0.27 -2.67 -2.41
H 4.05 1.09 -0.46
H 4.57 2.92 1.18
H 0.46 3.77 3.28
H 5.07 1.57 -2.56
H 3.72 2.44 -3.26
H 0.74 -0.51 3.12
```

Calculated values
Kohn-Sham gap (eV): 8.87
LUMO energy (eV): 2.26
Net charge: -1

***

Record-wise total energy values, in Eh: -7762.8693 -309.6633 -799.9745 -252.6897 -10381.5772 -8186.3766 -1900.6487